[1]
54
Properties=species:S:1:pos:R:3 method="wB97M-V/def2-TZVPD" molar_mass_g_mol=534.16 homo_energy_ev=-9.039 orbital_gap_ev=7.8 e_lumo_ev=-1.3 smiles="Cc1cc(P(O)Cl)c(P(=O)(O)O)c2c1C(=O)N(P(O)Cl)C2=O.CO.CO.CO.CO" e_tot_ev=-90796.079
Cl -3.44573 -3.26891 0.05616
Cl 3.49346 4.77798 -1.55657
P 3.07025 2.71681 -1.76309
P -1.14936 1.51245 1.70866
P -2.66303 -1.50118 0.95419
O -5.29559 -2.99201 -2.55505
O 0.27363 1.23482 2.53804
O -1.60915 -0.35131 5.57892
O -2.27810 1.00230 2.53921
O 1.07291 -2.99482 1.48290
O 1.29999 1.44759 -4.28159
O 0.65235 3.60284 -0.30284
O -1.35015 3.15155 1.60176
O 6.36881 3.42439 -1.20783
O -1.62137 -2.01066 2.16536
O 3.10543 1.97517 -0.25610
N 1.37912 2.66955 -2.27360
C 2.38252 -2.54692 1.82118
C -2.52465 -1.43432 5.51479
C 7.33036 4.25893 -0.57315
C 0.97548 1.60522 -3.14288
C -0.96582 0.70290 0.06361
C -6.67440 -2.92557 -2.21577
C -1.58496 -0.59101 -0.28058
C -0.16501 1.32149 -0.98013
C 0.04722 0.69097 -2.29885
C -1.38076 -1.22917 -1.59548
C -0.55383 -0.59901 -2.61763
C 0.61641 2.66157 -1.03242
C -0.30197 -1.28519 -3.98159
H 2.86994 -2.12462 0.93916
H 8.33649 3.98020 -0.89601
H -1.46774 -0.04551 4.67513
H -1.84135 -2.21912 -1.83293
H -6.79000 -2.53253 -1.20213
H 0.11708 -0.60073 -4.75825
H -7.17352 -2.25971 -2.91772
H 2.97197 -3.38111 2.20675
H -3.47028 -1.09744 5.08145
H 7.24961 4.12625 0.50433
H -2.70284 -1.79968 6.52569
H -4.87346 -3.58541 -1.92218
H 4.01300 1.97956 0.10055
H 1.16902 -3.67200 0.80365
H 0.31656 -2.21864 -3.91378
H 2.30063 -1.77966 2.58934
H -0.97660 -2.62029 1.73786
H 7.13728 5.30518 -0.82276
H -2.23924 3.36220 1.94044
H 0.64831 0.44703 2.09307
H -7.12331 -3.92002 -2.28189
H 6.45696 3.55742 -2.15794
H -2.10606 -2.24166 4.90835
H -1.30936 -1.62292 -4.36192



[2]
93
Properties=species:S:1:pos:R:3 method="wB97M-V/def2-TZVPD" molar_mass_g_mol=778.85 homo_energy_ev="-16.245 / -16.244" orbital_gap_ev="5.1 / 5.1" e_lumo_ev="-11.1 / -11.1" total_charge=+3 e_tot_ev=-89994.076
Ru -0.02160 0.54700 0.05200
S 0.18010 0.51090 2.49120
S -2.27560 -0.38510 -0.76750
S 1.40270 -0.49470 -1.61360
P 0.04910 2.70150 -0.76090
N -1.52030 -2.49810 0.79660
N 0.75790 -2.83730 -0.34590
N -3.69840 -2.36380 0.46030
N 0.65970 -2.15490 2.11830
N 1.54930 -1.35640 3.97380
N 2.07490 -3.12190 -2.09400
C -5.09790 -2.11920 -1.51550
C 2.94580 -2.96130 -3.28990
C 4.04550 -4.02740 -3.23840
C -6.12210 -2.74870 0.67040
C -2.75670 5.60070 -0.20350
C 0.74120 -0.01050 5.84500
C 0.83500 -1.04180 2.87620
C 0.97410 -4.18030 -0.49970
C 0.11240 2.88590 -2.57040
C 1.34850 4.63980 0.80300
C -5.03480 -1.91470 -0.00130
C 3.70890 5.06650 0.63510
C 2.69620 0.75630 4.42540
C 2.74720 3.27180 -0.63540
C 1.43200 -2.20320 -1.34240
C -3.45400 -3.48780 1.18870
C 1.28480 -3.18390 2.76640
C -1.64000 4.91900 -0.65360
C 2.46240 5.38170 1.15680
C -3.64180 4.98710 0.67140
C 2.08770 -3.17550 -4.53780
C 1.83200 -2.68940 3.90880
C 3.58720 -1.57860 -3.30320
C 2.95280 -1.16090 5.98740
C 1.98160 -0.43820 5.05940
C 1.78490 -4.35190 -1.57390
C -2.11230 -3.57210 1.40020
C 3.84840 4.02460 -0.27330
C -2.51310 -1.76990 0.21530
C -3.41070 3.69060 1.11170
C 1.49070 3.60240 -0.11910
C -1.40840 3.61770 -0.20900
C -2.29160 3.00440 0.67770
C -5.23570 -0.44560 0.37560
B -0.03390 -2.13950 0.75790
H 3.30380 -0.45580 6.73330
H -0.94580 5.40260 -1.32750
H 4.57740 5.62570 0.94560
H -1.55210 -4.31040 1.93660
H -4.34500 -1.52960 -2.03180
H 1.64800 -4.16870 -4.55040
H -4.51470 5.52240 1.01320
H 3.82230 -1.53260 5.45430
H -2.08220 1.98500 1.02710
H -6.07450 -1.80750 -1.87380
H 3.08210 1.40040 5.20940
H -0.80510 2.48080 -2.99930
H 0.54240 -4.91080 0.15300
H 4.01130 -1.33820 -2.33160
H -4.22200 -4.15750 1.51010
H 2.17510 -5.25980 -1.98160
H -2.93890 6.61190 -0.53540
H 0.96610 2.34920 -2.98230
H 3.68050 -5.01490 -3.50640
H -5.05300 -0.29070 1.43640
H -6.08410 -3.79040 0.36420
H 2.84890 2.44430 -1.32890
H 4.81500 3.80410 -0.69790
H 4.80820 -3.77060 -3.96730
H 0.38080 4.88690 1.21450
H 2.02510 1.35610 3.81240
H 0.25610 -0.87470 6.29340
H -4.59340 0.21130 -0.20550
H -6.26220 -0.16400 0.16400
H 2.47420 -1.97720 6.51810
H 2.87930 -0.81180 -3.60250
H 1.29520 -2.43720 -4.61490
H -7.09100 -2.36580 0.36350
H 0.00640 -0.97570 0.43130
H 3.53450 0.42370 3.81640
H 2.72470 -3.08090 -5.41120
H -4.96220 -3.16890 -1.76520
H 0.02250 0.51460 5.21920
H 4.39270 -1.56770 -4.02970
H 2.40510 -3.21350 4.64510
H 4.52130 -4.07090 -2.26140
H -4.10370 3.22690 1.79490
H 1.04210 0.65620 6.64800
H 1.32580 -4.18100 2.37720
H -6.07270 -2.68430 1.75390
H 0.19790 3.94220 -2.81920
H 2.35530 6.21120 1.83640



[3]
145
Properties=species:S:1:pos:R:3 method="wB97M-V/def2-TZVPD" molar_mass_g_mol=1170.35 homo_energy_ev=0.511 orbital_gap_ev=3.1 e_lumo_ev=3.6 total_charge=-2 e_tot_ev=-120710.782
K -0.03992 -0.60287 0.80131
F 6.10566 4.45303 1.36748
F 3.50239 4.72173 0.53744
F 5.76994 -0.22508 0.77587
F 2.05438 2.58934 -0.18245
F 7.20127 1.94563 1.45698
O 3.08375 -0.05288 4.45371
O -1.02488 3.01371 0.81612
O 3.12724 0.04339 -0.04429
N -2.29732 -1.72501 1.95180
N -4.08860 2.78193 -4.47193
N 1.04613 0.39952 -2.34442
N -1.75911 3.05612 -5.16055
N -4.06047 -0.11030 1.67984
N -0.17626 -3.31584 0.87595
N -0.00461 5.02791 0.89339
N -2.91533 0.96262 -5.59693
N 1.67523 -0.73108 2.82148
N 1.01782 2.11075 2.49266
N -0.85451 -3.20428 3.14262
N -2.32044 1.56745 -3.31192
N -3.28548 -0.90293 -0.42179
C 2.12412 0.22111 3.51972
C 5.91962 2.09537 1.05921
C 3.35472 0.36955 -3.58259
C 0.57786 3.35737 2.56196
C -0.88511 5.10382 -0.27871
C -1.50744 -1.31476 5.54176
C 0.71882 4.17547 3.67527
C 0.08092 -4.03741 -0.21750
C 1.36983 3.66126 4.78159
C 1.26752 5.80523 -3.93366
C 1.85211 2.36452 4.72465
C -4.28631 -0.48572 0.35842
C -0.08397 6.11007 -3.84908
C 4.12936 1.64746 -3.25284
C -2.03523 -0.35278 6.40062
C -1.93662 -1.30501 4.22950
C -5.60741 -0.42116 -0.11624
C 2.67187 -3.04233 2.41763
C -5.89058 -0.90867 -1.37511
C 1.65005 1.63080 3.55838
C 0.77064 -2.96263 -4.88003
C -1.34041 2.50759 -3.85663
C -1.60953 3.73046 -0.29195
C 2.92329 -5.38753 1.93014
C 1.24655 5.10357 -1.62941
C 3.07586 0.29396 -5.08960
C 4.12404 -0.87312 -3.11395
C 3.48509 -1.40363 4.14253
C 5.37330 3.36693 1.01920
C -0.55440 -6.06239 0.86393
C 1.92891 5.30707 -2.82153
C -1.62163 -2.17090 3.04993
C 5.17439 0.98913 0.70876
C -3.11653 -0.71803 2.33259
C -0.62364 -3.94294 1.96640
C 4.05623 3.49331 0.60828
C -2.87119 -0.38729 3.77917
C 2.50921 -4.37325 2.78173
C -0.76669 5.90534 -2.65903
C 2.28073 -1.96270 3.39010
C -4.85808 -1.43119 -2.14793
C 3.31326 2.38700 0.25901
C 3.65725 -3.74337 0.34247
C -0.10628 -5.41179 -0.27406
C -3.60493 2.24261 -3.18674
C -2.97688 0.57009 5.94804
C 3.49949 -5.07285 0.70791
C -4.18568 1.65492 -5.41042
C -1.93188 1.92668 -6.08155
C -3.41632 0.55726 4.62576
C -2.46382 0.47178 -4.28215
C 0.32880 -2.32112 -6.22813
C -0.08101 -2.65257 -3.69088
C 0.91303 -4.47238 -5.11550
C 2.05976 0.38435 -2.87974
C -3.06263 3.69465 -4.98192
C -3.57269 -1.38131 -1.62789
C 3.25041 -2.72665 1.19421
C -0.80790 -5.32492 2.00694
C 3.81436 1.05066 0.28228
C -0.14985 3.86732 1.37630
C -0.10896 5.39534 -1.54338
H 1.35559 -4.94896 -4.23981
H 1.78657 -2.57300 -4.69415
H 1.51258 -4.71362 -6.00393
H -0.70354 -7.13713 0.86636
H -2.68083 3.80490 -0.10869
H -2.72301 -1.73599 -2.20626
H 5.10704 -0.88729 -3.59303
H -0.78574 -2.04810 5.88078
H 1.52661 -2.36355 4.07603
H 2.36857 1.91278 5.55726
H 3.35136 -1.69247 0.87638
H -1.06042 -3.13585 -3.64215
H -3.20384 -0.23236 -3.91491
H 0.39597 -3.50437 -1.11767
H 2.01058 -4.61439 3.71471
H -0.38858 1.98814 -3.97085
H -0.60915 6.49275 -4.71525
H 2.52987 1.17692 -5.42870
H 3.57914 -1.77807 -3.38812
H 2.48563 -0.58855 -5.33268
H 0.09360 -5.93209 -1.20135
H 1.03897 -2.50031 -7.05517
H -2.25561 2.31243 -7.05399
H -3.37311 1.30545 6.63903
H 1.76703 4.71007 -0.76768
H -1.60341 5.91407 -0.12397
H -3.51804 3.07020 -2.47591
H -1.43185 3.14975 -1.19584
H 3.72845 -1.92356 5.06591
H 4.07329 -3.48605 -0.62382
H -1.14996 -5.78166 2.92634
H -1.51543 -0.06126 -4.38274
H 4.02652 0.24401 -5.62671
H -2.95360 4.52243 -4.27705
H -5.03145 -1.83947 -3.13541
H 1.49819 4.25664 5.67641
H -0.08296 -4.90762 -5.25937
H -0.97336 1.41842 -6.20266
H -6.37403 -0.02488 0.53611
H 3.79404 -5.86244 0.02699
H 2.76262 -6.42265 2.20700
H 3.56479 2.53206 -3.55597
H 4.34183 1.71811 -2.18735
H 2.98317 5.06416 -2.87694
H 4.24090 -0.86104 -2.03000
H 0.21062 -1.24208 -6.10095
H -4.15376 1.26011 4.25914
H -6.90790 -0.89073 -1.75082
H -4.34127 1.53194 -2.80389
H -1.19660 3.34161 -3.16336
H 1.79760 5.94352 -4.86756
H 4.35963 -1.35169 3.48843
H -3.39590 4.09615 -5.94472
H 0.02333 -1.67179 -3.23740
H -0.64970 -2.72054 -6.51637
H -4.53257 2.03480 -6.37705
H 0.33663 5.18550 3.63880
H 5.07691 1.63553 -3.79742
H -1.71586 -0.32174 7.43603
H -1.82480 6.14129 -2.59602
H -4.92134 0.94493 -5.02482